2 unconnected molecules or ions with the total composition C9H14O. Source: the OMol25 dataset; level of theory: wB97M-V/def2-TZVPD.

CARTESIAN COORDINATES (ANGSTROEM)
1 C 2.3140 -2.0230 -1.8941
2 C -0.0500 -1.6808 -1.0516
3 C 1.1936 -1.1347 -1.5310
4 C -1.0412 -0.8555 -0.6367
5 C 1.3293 0.2773 -1.5747
6 C -0.9751 0.5313 -0.9251
7 C 0.2931 1.1044 -1.2904
8 O -2.0599 1.3029 -0.8165
9 H -0.1873 -2.7471 -1.0667
10 H -1.9502 -1.2630 -0.2298
11 H 3.2705 -1.4972 -1.9890
12 H 2.5090 -2.7411 -1.1087
13 H 2.2610 0.7466 -1.8512
14 H 0.4376 2.1645 -1.1406
15 H -2.2732 1.6176 -1.7152
16 H 2.0735 -2.5558 -2.8204
17 C -1.4289 1.4962 2.4078
18 C -0.3026 0.7404 3.0859
19 H -1.9761 2.2237 3.0141
20 H -1.2838 1.9775 1.4458
21 H -2.2482 0.8203 2.1076
22 H -0.3512 0.6124 4.1651
23 H -0.2200 -0.2510 2.6354
24 H 0.6660 1.1340 2.7798

F_max   2.098 eV Å⁻¹
Total charge   +1
Expectation value of S²   0.77
Spin multiplicity   2
HOMO-LUMO gap (alpha / beta)   9.90 / 6.40 eV
Energy above the lowest of the compared OMol25 structures with the same formula, charge and spin   0.933 eV

***

2 unconnected molecules or ions with the total composition C9H14O2. Source: the OMol25 dataset; level of theory: wB97M-V/def2-TZVPD.

CARTESIAN COORDINATES (ANGSTROEM)
1 C 0.3568 2.5872 1.8838
2 C -1.0565 2.1373 1.6948
3 O 0.6518 3.7386 1.1344
4 H 0.6744 2.8283 2.8892
5 H 1.0825 1.7679 1.4634
6 H -1.1197 1.0524 1.5046
7 H -0.0694 4.3412 0.9465
8 H -1.4153 2.5184 0.7267
9 H -1.8433 2.3424 2.4052
10 C -1.8640 -3.1136 0.3118
11 C 0.2298 -2.6032 -0.8832
12 C -1.0067 -2.0975 -0.3009
13 C 1.2169 -1.7816 -1.2506
14 C 1.0162 -0.3679 -1.1943
15 C -1.1825 -0.7256 -0.3005
16 C -0.2048 0.1792 -0.7201
17 O 2.0615 0.5265 -1.3348
18 H 0.2872 -3.6919 -0.9172
19 H 2.2248 -2.0660 -1.5169
20 H -2.5626 -2.6010 1.0412
21 H -1.2342 -3.7912 0.9105
22 H -2.1476 -0.2756 0.0677
23 H 2.3893 0.7292 -2.2141
24 H -0.3526 1.2174 -0.9302
25 H -2.6043 -3.7391 -0.1792

F_max   3.431 eV Å⁻¹
HOMO-LUMO gap   9.38 eV
Energy above the lowest of the compared OMol25 structures with the same formula, charge and spin   2.257 eV
SMILES   Cc1ccc(O)cc1.CCO

***

2 unconnected molecules or ions with the total composition C9H14OS. Source: the OMol25 dataset; level of theory: wB97M-V/def2-TZVPD.

CARTESIAN COORDINATES (ANGSTROEM)
1 C -3.0408 -0.9738 1.2553
2 C 0.3161 -1.0658 -0.6008
3 C 0.9703 -1.9046 0.2830
4 C -0.9619 -0.6331 -0.1682
5 C -1.6113 -1.2495 0.9240
6 C 0.4501 -2.4456 1.4465
7 C -0.8912 -2.1932 1.6735
8 O 2.2355 -2.2839 -0.1516
9 H 0.6308 -0.7916 -1.6134
10 H -1.5292 0.1480 -0.6126
11 H 0.9912 -3.1749 2.0293
12 H 2.5623 -3.0244 0.3675
13 H -3.3386 -0.0276 1.6953
14 H -3.3863 -1.6553 2.0395
15 H -1.5164 -2.6537 2.4414
16 H -3.6278 -1.1645 0.3506
17 C 1.1448 3.2581 0.1048
18 C 1.4608 2.3522 -2.6594
19 S 0.2514 2.8462 -1.4202
20 H 1.8665 4.0338 0.0482
21 H 0.3264 3.7384 0.6659
22 H 1.4442 2.3735 0.6596
23 H 1.1197 2.6268 -3.6457
24 H 1.6138 1.2456 -2.5780
25 H 2.5195 2.6190 -2.5346

F_max   2.561 eV Å⁻¹
HOMO-LUMO gap   9.18 eV
Energy above the lowest of the compared OMol25 structures with the same formula, charge and spin   0.829 eV
SMILES   Cc1ccc(O)cc1.CSC

***

A molecular structure, C9H15AsF12O25S3V5. Source: the OMol25 dataset; level of theory: wB97M-V/def2-TZVPD.

CARTESIAN COORDINATES (ANGSTROEM)
1 O 3.1169 -4.4396 -1.0895
2 V 3.3553 -3.8580 0.3533
3 O 2.4686 -4.7550 1.3763
4 O -3.0072 0.8369 0.8575
5 V -1.6134 0.2936 0.2767
6 O -1.6035 0.6788 -1.2765
7 O 3.5479 -0.2021 3.9611
8 V 2.8990 -1.4898 3.3434
9 O 2.8937 -2.7107 4.3414
10 O 4.3976 0.5081 -2.5783
11 V 4.0899 -0.8331 -1.8915
12 O 3.2563 -1.7367 -2.9093
13 O 3.9025 2.1791 -0.4611
14 V 3.5592 1.4611 0.9149
15 O 4.3055 2.1125 2.0880
16 C 0.3225 4.5949 1.1733
17 F -0.7774 5.1746 1.6361
18 F 0.3336 4.6208 -0.1591
19 F 1.3875 5.2538 1.6215
20 S 0.4249 2.8187 1.7342
21 O 1.7465 2.4923 1.1612
22 O 0.3811 2.7928 3.1693
23 O -0.6822 2.1514 1.0582
24 S 5.1190 -1.6852 0.9092
25 O 4.9562 -0.2261 0.8282
26 O 4.2219 -2.2117 1.9763
27 O 4.5328 -2.2064 -0.3739
28 O 6.4652 -2.1318 1.0972
29 S 1.7482 -0.8654 0.3965
30 O 0.3524 -0.5214 0.2401
31 O 2.2811 -0.3386 1.6892
32 O 2.0115 -2.2999 0.4059
33 O 2.5910 -0.1140 -0.5734
34 As -0.9505 -1.3684 4.0634
35 F -0.5260 -2.0928 5.5813
36 F -2.5663 -1.1021 4.5934
37 F -1.2773 -0.7320 2.4399
38 F 0.7705 -1.5275 3.5555
39 F -1.3055 -2.9317 3.4345
40 F -0.5346 0.2352 4.5785
41 C -4.8756 -2.4752 2.8807
42 O -4.3096 -1.8078 1.7924
43 C -4.7298 -2.3251 0.5491
44 C -3.8167 -1.8587 -0.5619
45 O -2.4327 -1.7843 -0.1792
46 C -1.8876 -2.9547 0.3662
47 H -4.4946 -3.4976 2.9736
48 H -5.9734 -2.5493 2.8323
49 H -4.6677 -1.8931 3.7721
50 H -5.7757 -2.0287 0.4284
51 H -4.6822 -3.4225 0.6113
52 H -4.0899 -0.8661 -0.9112
53 H -3.7907 -2.5277 -1.4254
54 H -0.8931 -2.7856 0.7651
55 H -1.8468 -3.7984 -0.3358
56 H -2.4540 -3.3479 1.2136
57 C -2.0143 4.5871 -5.7216
58 C -1.2129 3.3259 -5.8720
59 O -0.5420 3.0524 -4.6422
60 C 0.4860 2.2257 -4.6452
61 O 0.7869 1.5168 -5.5617
62 C 1.1914 2.1808 -3.2790
63 F 1.3388 0.9103 -2.9373
64 F 2.4053 2.7378 -3.4093
65 F 0.5759 2.8432 -2.3229
66 H -1.4068 5.3965 -5.3165
67 H -2.8715 4.4726 -5.0571
68 H -2.3730 4.9012 -6.7024
69 H -0.4442 3.4791 -6.6358
70 H -1.7940 2.4686 -6.2113

F_max   4.291 eV Å⁻¹
Total charge   -1
HOMO-LUMO gap   7.76 eV